{"formula": "CH27N2O11", "method": "ωB97M-V with the def2-TZVPD basis set", "lumo_ev": [0.06, -0.12], "multiplicity": 2, "charge": 0, "species": ["N", "C", "N", "H", "H", "H", "H", "H", "H", "H", "O", "H", "H", "O", "H", "H", "O", "H", "H", "O", "H", "H", "O", "H", "H", "O", "H", "H", "O", "H", "H", "O", "H", "H", "O", "H", "H", "O", "H", "H", "O"], "coordinates": [[0.83757, -2.48549, -0.43515], [1.22816, -1.56655, -1.42868], [2.13391, -0.61130, -1.19452], [1.03910, -2.41858, 0.54333], [-0.07197, -2.83786, -0.65355], [0.59566, -1.35230, -2.29962], [2.25844, 0.10023, -1.93754], [2.66331, -0.52160, -0.36477], [0.81275, 1.60278, -3.21779], [0.95182, 1.10690, -4.81508], [0.82060, 0.91550, -3.88086], [2.41629, 2.09363, -1.20848], [0.93082, 2.05740, -0.89824], [1.51487, 1.99161, -1.63381], [3.65449, 1.64407, 1.47388], [2.29769, 1.10193, 1.59956], [3.08405, 0.91377, 1.08969], [-2.09634, -2.30176, 0.11615], [-2.39191, -3.48677, 1.05106], [-1.67685, -3.17034, 0.45485], [1.78088, 0.47494, 3.49016], [0.43316, -0.07876, 3.36120], [1.18233, 0.28707, 2.87531], [-1.56240, 2.17996, 0.74799], [-3.04573, 1.95041, 0.67810], [-2.22069, 1.50748, 1.03068], [-2.30276, -3.22409, -2.81502], [-1.89655, -3.30823, -1.40958], [-1.48641, -3.09125, -2.28482], [-2.37463, -0.67834, -1.09840], [-2.14132, -0.42743, 0.42504], [-2.78102, -0.74262, -0.28287], [-1.26435, -0.18046, 2.61055], [-2.63968, 0.29349, 3.06877], [-1.77728, 0.13170, 3.29969], [0.85160, 0.37920, 1.12458], [-0.62775, 0.54436, 0.48528], [0.31895, 0.57060, 0.40012], [-0.08838, 4.24769, 0.60148], [0.64347, 3.04130, 0.97751], [-0.00389, 3.34770, 0.35384]], "atomic_forces_ev_per_a": [[0.23, 0.78, -2.48], [-0.50, -0.49, 0.82], [0.86, 0.27, -1.90], [0.21, 0.57, 0.36], [0.07, -0.44, 0.32], [0.03, -0.62, 0.60], [-0.29, -0.96, 1.13], [0.36, -0.01, 0.62], [0.47, 0.91, -0.31], [-0.06, 0.80, 0.67], [-0.32, -1.97, -0.68], [-1.58, -0.19, -0.82], [-0.92, -0.20, 0.96], [2.65, 1.17, -0.32], [-0.30, -1.26, -0.87], [-0.54, -0.26, 0.09], [1.61, 1.98, 0.72], [0.66, -1.24, 0.72], [0.75, 0.01, -0.46], [-2.08, 1.03, 0.28], [4.20, 1.15, 4.14], [-0.14, 0.11, 0.05], [-3.93, -1.33, -3.22], [0.17, -0.22, 0.43], [1.00, -1.15, 0.53], [-1.19, 2.05, -1.01], [1.00, 0.24, -0.21], [0.99, -0.06, -0.42], [-2.10, -0.36, 0.31], [1.65, 0.39, -2.75], [-1.30, -0.12, -1.56], [-0.62, -0.52, 3.87], [0.80, -0.85, -2.57], [-2.82, 0.56, -1.36], [2.05, 0.02, 4.18], [0.23, -1.02, 2.23], [-0.15, -0.09, 0.93], [-0.81, 1.09, -3.27], [-0.37, 1.64, 0.07], [0.55, -0.75, 0.53], [-0.50, -0.69, -0.33]]}

{"formula": "CH10F3Na3O8S", "method": "ωB97M-V with the def2-TZVPD basis set", "lumo_ev": [-3.74, -3.71], "multiplicity": 2, "charge": 1, "species": ["Na", "Na", "Na", "C", "F", "F", "F", "S", "O", "O", "O", "O", "H", "H", "O", "H", "H", "O", "H", "H", "O", "H", "H", "O", "H", "H"], "coordinates": [[3.47555, 0.48193, -2.22247], [-2.87109, 1.18213, -2.14211], [-0.36898, 4.51793, -0.94140], [0.40234, 0.44142, 1.58429], [-0.02112, -0.83793, 1.80087], [-0.31207, 1.25024, 2.34635], [1.67771, 0.52607, 1.92869], [0.20274, 0.88932, -0.34136], [1.27345, 0.14262, -1.01286], [-1.13185, 0.50720, -0.79041], [0.35241, 2.37376, -0.35460], [1.17833, -1.20367, 4.45134], [1.78529, -0.47906, 4.60231], [0.62528, -0.90686, 3.72866], [-1.00357, -0.13699, -3.36764], [-0.64790, -0.52774, -2.56949], [-1.01601, -0.85444, -4.00116], [-2.10922, -2.37990, 0.40164], [-2.81541, -2.20424, 1.02347], [-1.57700, -1.58437, 0.41192], [4.25486, 1.04042, 0.10967], [4.24948, 0.78219, 1.03136], [4.34613, 1.99308, 0.12787], [-3.51174, -1.34509, -2.02553], [-3.33460, -2.09778, -2.58972], [-3.10300, -1.57016, -1.18977]], "atomic_forces_ev_per_a": [[-0.43, -0.04, 0.73], [0.27, -0.54, -0.19], [-0.02, -0.15, -0.03], [-0.61, -0.42, -1.42], [0.27, 0.90, -0.33], [0.04, -0.07, -0.28], [-0.02, 0.04, -0.16], [0.79, 2.35, 0.25], [-0.42, 0.40, 0.49], [0.13, -0.59, 0.98], [0.24, -2.22, 0.31], [0.02, -0.14, 0.08], [0.17, 0.15, 0.17], [-0.14, -0.15, 0.06], [-0.09, 0.28, -0.38], [0.09, -0.05, 0.41], [-0.09, -0.10, -0.34], [-0.24, -0.05, -0.55], [-0.21, -0.10, 0.37], [0.30, 0.24, 0.09], [-0.02, -0.03, -0.76], [-0.06, -0.28, 0.23], [0.08, 0.37, 0.13], [-0.30, 0.81, -0.30], [-0.05, -0.15, -0.17], [0.31, -0.49, 0.62]]}

{"formula": "C22H46ClN4O2P2S2", "method": "ωB97M-V with the def2-TZVPD basis set", "lumo_ev": -3.98, "smiles": "CCCCCCCC[N@+]1(Cl)[C@H](S)[C@](CSCC)([PH2]=N)[C@@](CNC)([PH2]=O)[C@]1(CC(C)C)N=C=O", "charge": 1, "species": ["C", "C", "C", "C", "C", "C", "C", "C", "N", "Cl", "C", "S", "C", "C", "S", "C", "C", "P", "N", "C", "C", "N", "C", "P", "O", "C", "C", "C", "C", "C", "N", "C", "O", "H", "H", "H", "H", "H", "H", "H", "H", "H", "H", "H", "H", "H", "H", "H", "H", "H", "H", "H", "H", "H", "H", "H", "H", "H", "H", "H", "H", "H", "H", "H", "H", "H", "H", "H", "H", "H", "H", "H", "H", "H", "H", "H", "H", "H", "H"], "coordinates": [[5.72226, -1.38578, 1.73949], [4.22159, -1.54798, 2.23129], [3.57552, -2.95036, 1.90503], [3.84232, -3.44312, 0.40412], [2.67827, -4.41146, -0.09943], [1.85767, -3.79758, -1.33582], [0.38763, -3.33422, -0.87499], [-0.07784, -1.95815, -1.42654], [-0.14894, -0.75017, -0.52354], [1.33924, -1.01219, 0.42563], [-1.19070, -0.82351, 0.61030], [-2.41428, -2.19639, 0.62119], [-2.08028, 0.53202, 0.74686], [-2.62967, 0.93021, 2.17326], [-2.27647, -0.26053, 3.54617], [-3.88232, -1.14236, 3.80818], [-5.05562, -0.15151, 4.26369], [-3.74218, 0.21649, -0.17172], [-4.50533, 1.55547, -0.57027], [-0.97338, 1.47589, 0.01022], [-1.70025, 2.82933, -0.37646], [-0.92829, 4.06346, -0.24764], [-1.66041, 5.26259, -0.67116], [0.17450, 2.10560, 1.41319], [0.44293, 1.08357, 2.49066], [-0.24493, 0.63928, -1.19249], [1.20055, 1.11018, -1.60569], [1.43342, 2.23011, -2.69009], [1.93267, 1.53945, -4.06180], [0.30873, 3.24855, -3.08976], [-1.34171, 0.57556, -2.15977], [-1.07887, 0.32649, -3.34734], [-0.85779, -0.19997, -4.34391], [6.33023, -2.32252, 1.82082], [6.19475, -0.58782, 2.38880], [5.73689, -0.94943, 0.69645], [4.20624, -1.42438, 3.34900], [3.63878, -0.68913, 1.79036], [3.95725, -3.70820, 2.63986], [2.45811, -2.88038, 2.04730], [4.83828, -3.97870, 0.45012], [4.00526, -2.57507, -0.29799], [2.01241, -4.75003, 0.73981], [3.20255, -5.34209, -0.47514], [2.41485, -2.86809, -1.65047], [1.82023, -4.58201, -2.13556], [0.21255, -3.53401, 0.22269], [-0.28120, -4.10915, -1.37126], [0.60222, -1.67197, -2.28779], [-1.09469, -2.07929, -1.90952], [-0.59186, -1.05909, 1.53496], [-1.82709, -3.36437, 1.04530], [-2.30956, 1.94239, 2.54627], [-3.76232, 1.00333, 2.15499], [-4.21950, -1.58381, 2.82546], [-3.77212, -2.00902, 4.51545], [-5.44386, 0.32416, 3.31323], [-5.91343, -0.72304, 4.70464], [-4.69094, 0.67635, 4.92306], [-4.64908, -0.47050, 0.70819], [-3.53926, -0.50430, -1.40033], [-4.63199, 1.59928, -1.58548], [-2.20370, 2.82618, -1.39241], [-2.56938, 2.93213, 0.34716], [0.03442, 4.03183, -0.56820], [-2.58823, 5.31853, -0.01929], [-1.09413, 6.21088, -0.44367], [-2.03595, 5.22084, -1.73312], [1.36149, 2.71497, 0.86841], [-0.48694, 3.18417, 2.09495], [1.71372, 0.18351, -2.01682], [1.83807, 1.39137, -0.71649], [2.33362, 2.84228, -2.37919], [2.61525, 0.66803, -3.88713], [1.09449, 1.34582, -4.77806], [2.57381, 2.33442, -4.55511], [0.39601, 3.44781, -4.20186], [-0.75358, 2.96059, -2.90969], [0.53927, 4.24852, -2.61357]], "atomic_forces_ev_per_a": [[-0.45, 0.99, 0.29], [0.56, -0.39, 0.21], [-0.12, 0.65, -0.77], [0.07, -0.28, 1.24], [1.19, -0.20, -1.03], [0.08, 0.49, 1.79], [-0.13, -1.86, -0.63], [-1.11, -0.48, -2.69], [0.58, -1.61, 1.37], [0.78, 0.95, -0.38], [-1.58, -1.29, 2.98], [0.16, -0.60, -0.62], [1.86, -1.91, -1.56], [-0.61, 0.06, 0.76], [-0.15, -0.23, 0.10], [-1.56, 0.48, -0.54], [0.39, -0.24, -1.02], [-1.56, 2.42, -2.03], [0.49, -0.75, 0.07], [-0.55, 1.98, 0.68], [-1.13, 0.56, -0.68], [0.61, 0.02, 0.31], [-0.96, 0.24, 0.81], [-0.19, -0.57, 2.51], [0.09, 0.31, -1.44], [-1.06, 2.23, 1.95], [0.61, -0.43, -0.34], [0.47, -0.46, -1.64], [0.58, 1.41, 0.22], [0.45, 1.02, -0.46], [1.43, 0.05, -1.16], [0.19, -1.74, 1.74], [-0.30, 0.80, -0.95], [-0.59, 0.82, -0.17], [-0.34, -0.98, -0.70], [0.15, -0.86, 0.98], [-0.13, 0.01, -1.06], [0.35, -0.84, 0.43], [-0.35, 0.60, -0.75], [1.03, -0.09, 0.08], [-1.16, 0.45, -0.34], [-0.38, -0.78, 0.72], [0.56, 0.49, -0.75], [-0.76, 0.91, 0.41], [-0.49, -1.16, -0.12], [-0.17, 1.09, 0.53], [0.40, 0.68, -1.17], [0.39, 1.14, 0.58], [-0.58, -0.18, 1.12], [0.99, 0.34, 0.81], [-0.85, 1.04, -0.85], [0.30, 1.03, -0.10], [-0.03, -1.08, -0.67], [1.28, 0.05, -0.23], [0.50, 0.26, 0.99], [0.42, 1.09, -0.55], [0.24, -0.34, 1.11], [0.86, 0.58, -0.23], [-0.36, -0.95, -0.35], [1.23, -0.18, -0.08], [0.18, -0.39, 1.13], [0.11, 0.22, 0.47], [0.47, -0.60, 0.99], [0.92, -0.18, -0.85], [-0.47, -0.01, -0.39], [0.93, -0.03, -0.77], [-0.38, -1.16, -0.51], [0.56, 0.12, 0.75], [-0.75, -0.26, -0.12], [0.20, -0.37, -1.03], [-0.59, 1.00, 0.49], [-1.21, -0.50, -0.71], [-1.11, -0.81, 0.05], [-0.83, 0.57, -0.22], [0.77, -0.22, 0.77], [-0.73, -0.97, 0.34], [-0.10, -0.26, 1.23], [0.98, 0.19, 0.10], [-0.63, -1.10, -0.44]]}

Record-wise calculated total energy values, in eV: -26974.01035, -49812.90564, -86372.30812